## P
Computed, not measured: one molecule with the formula C23H27N3O4, with the ωB97M-V functional and the def2-TZVPD basis.

Last column: Mulliken charge in e.
CARTESIAN COORDINATES (ANGSTROEM)
1 C 0.87 1.23 4.68  -1.106
2 C 2.26 1.10 5.33  -0.230
3 O 3.09 0.14 4.72  -0.404
4 C 3.51 0.48 3.41  -0.206
5 C 4.62 -0.48 3.00  -0.562
6 H 5.46 -0.37 3.68  0.321
7 C 5.09 -0.22 1.57  -0.845
8 N 4.04 -0.46 0.60  -0.050
9 C 3.31 0.55 0.07  -0.138
10 O 3.56 1.72 0.25  -0.621
11 C 2.14 0.08 -0.74  0.703
12 C 0.90 0.56 -0.41  -0.218
13 C -0.25 0.09 -1.12  0.374
14 N -0.16 -0.80 -2.08  -0.459
15 C 1.05 -1.26 -2.44  -0.962
16 C 1.12 -2.19 -3.50  -0.416
17 C 2.33 -2.67 -3.93  -0.537
18 C 3.52 -2.24 -3.33  -0.760
19 C 3.49 -1.35 -2.29  -0.317
20 C 2.26 -0.85 -1.81  0.758
21 H 4.41 -1.01 -1.84  0.498
22 H 4.46 -2.62 -3.69  0.401
23 H 2.37 -3.38 -4.75  0.401
24 H 0.19 -2.49 -3.96  0.459
25 N -1.45 0.59 -0.74  -0.003
26 C -2.73 0.34 -1.23  -0.494
27 C -3.01 -0.54 -2.26  -0.750
28 C -4.31 -0.74 -2.69  -0.800
29 C -5.35 -0.06 -2.09  0.492
30 C -5.08 0.84 -1.05  -0.261
31 C -3.79 1.04 -0.62  0.942
32 O -3.43 1.89 0.40  -0.458
33 C -4.45 2.63 1.04  -0.920
34 H -5.17 1.97 1.53  0.347
35 H -4.97 3.28 0.33  0.353
36 H -3.94 3.23 1.79  0.256
37 H -5.92 1.35 -0.61  0.457
38 O -6.67 -0.17 -2.43  -0.467
39 C -7.02 -1.04 -3.47  -0.838
40 H -6.55 -0.75 -4.42  0.333
41 H -8.10 -0.97 -3.57  0.251
42 H -6.74 -2.08 -3.24  0.332
43 H -4.48 -1.44 -3.50  0.388
44 H -2.19 -1.07 -2.72  0.669
45 H -1.44 1.28 0.00  0.215
46 H 0.79 1.28 0.38  0.537
47 H 3.71 -1.41 0.51  0.300
48 H 5.38 0.82 1.45  0.381
49 H 5.94 -0.87 1.33  0.350
50 H 4.25 -1.51 3.10  0.265
51 H 3.88 1.51 3.38  0.323
52 H 2.67 0.39 2.71  0.112
53 H 2.15 0.76 6.36  0.319
54 H 2.75 2.09 5.33  0.310
55 H 0.25 1.86 5.30  0.403
56 H 0.41 0.25 4.60  0.290
57 H 0.94 1.68 3.70  0.280

The SMILES is CCOCCCNC(=O)c1cc(Nc2ccc(OC)cc2OC)nc2ccccc12. Its HOMO-LUMO gap is 7.572 eV. The LUMO energy comes out at 0.28 eV. For the HOMO energy, the calculation gives -0.2681 hartree.

## Q
Computed, not measured: one molecule with the formula C23H27N3O4, with the ωB97M-V functional and the def2-TZVPD basis.

Last column: Mulliken charge in e.
CARTESIAN COORDINATES (ANGSTROEM)
1 C 0.03 -1.18 -5.81  -1.014
2 H 0.15 -1.75 -6.73  0.410
3 H 0.17 -1.85 -4.97  0.256
4 H -0.99 -0.79 -5.79  0.270
5 C 1.06 -0.04 -5.79  -0.656
6 N 1.27 0.64 -4.52  0.194
7 C 1.98 -0.11 -3.51  0.099
8 C 3.43 -0.37 -3.89  -1.678
9 H 3.51 -1.13 -4.67  0.335
10 H 3.98 -0.72 -3.02  0.462
11 H 3.89 0.55 -4.25  0.371
12 H 1.97 0.50 -2.60  0.362
13 H 1.49 -1.07 -3.27  0.042
14 C 0.18 1.45 -4.04  -1.066
15 H -0.28 1.93 -4.91  0.437
16 C -0.95 0.75 -3.24  -0.623
17 N -0.60 0.53 -1.86  0.324
18 C -0.43 -0.70 -1.33  -0.283
19 O -0.57 -1.73 -1.96  -0.617
20 C 0.04 -0.68 0.09  0.937
21 C 1.21 -1.35 0.37  -0.954
22 C 1.79 -1.27 1.63  -1.230
23 C 1.17 -0.55 2.64  0.104
24 C -0.06 0.10 2.41  -0.505
25 C -0.63 0.04 1.11  0.428
26 N -1.78 0.72 0.82  -0.243
27 H -2.08 1.31 1.60  0.498
28 C -2.93 0.11 0.17  -0.499
29 H -2.62 -0.62 -0.57  0.307
30 H -3.50 0.91 -0.31  0.321
31 C -3.82 -0.59 1.22  -0.601
32 O -4.36 0.29 2.17  -0.565
33 H -3.65 0.67 2.71  0.389
34 H -4.67 -1.05 0.71  0.428
35 H -3.23 -1.39 1.70  0.267
36 C -0.77 0.73 3.51  1.402
37 O -1.85 1.32 3.38  -1.035
38 C -0.18 0.62 4.86  0.240
39 C -0.88 1.14 5.94  -0.491
40 C -0.35 1.09 7.22  -0.614
41 C 0.90 0.52 7.43  -0.511
42 C 1.61 0.00 6.36  -0.561
43 C 1.08 0.05 5.07  0.135
44 C 1.85 -0.52 3.95  0.515
45 O 2.97 -0.97 4.10  -0.657
46 H 2.58 -0.44 6.49  0.487
47 H 1.31 0.48 8.42  0.408
48 H -0.91 1.49 8.05  0.414
49 H -1.85 1.59 5.76  0.483
50 H 2.72 -1.77 1.85  0.495
51 H 1.69 -1.90 -0.42  0.561
52 H -0.45 1.34 -1.28  0.238
53 H -1.17 -0.23 -3.66  0.307
54 H -1.85 1.37 -3.28  0.382
55 H 0.60 2.24 -3.41  0.380
56 H 0.77 0.72 -6.52  0.388
57 H 2.03 -0.43 -6.10  0.329

The SMILES is CCN(CC)CCNC(=O)c1ccc2c(c1NCCO)C(=O)c1ccccc1C2=O. Its HOMO-LUMO gap is 6.686 eV. The LUMO energy comes out at -1.45 eV. For the HOMO energy, the calculation gives -0.2988 hartree.

Most stable: Q. Least stable: P.

## P
Computed, not measured: a 2-piece molecular cluster, C3H11N3P overall, with the ωB97M-V functional and the def2-TZVPD basis.

Last column: Mulliken charge in e.
CARTESIAN COORDINATES (ANGSTROEM)
1 C -2.15 -0.35 0.42  0.106
2 C 2.06 -0.05 -1.28  -1.309
3 C 1.22 1.30 0.85  -0.734
4 N -1.05 -0.67 -0.16  -0.439
5 N -3.00 0.55 -0.07  -0.342
6 N -0.06 -1.49 0.39  -0.349
7 P 2.12 -0.30 0.54  0.426
8 H -2.34 -0.97 1.38  0.289
9 H 2.41 -0.84 -1.79  0.425
10 H 2.75 0.70 -1.45  0.457
11 H 1.17 0.22 -1.63  0.495
12 H 1.82 2.10 0.48  0.406
13 H 1.18 1.33 1.95  0.316
14 H 0.20 1.04 0.25  0.145
15 H -3.84 0.63 0.49  0.262
16 H -2.69 0.93 -0.92  0.241
17 H 0.44 -1.85 -0.42  0.333
18 H -0.24 -2.29 0.98  0.271

As for the total charge: +1. Its HOMO-LUMO gap (alpha / beta) is 7.786 / 7.786 eV. The LUMO energy (alpha / beta) comes out at -5.21 / -5.21 eV. For the HOMO energy (alpha / beta), the calculation gives -0.4775 / -0.4775 hartree.

## Q
Computed, not measured: an isolated ion of composition C3H11N3P and charge +1, with the ωB97M-V functional and the def2-TZVPD basis.

Last column: Mulliken charge in e.
CARTESIAN COORDINATES (ANGSTROEM)
1 C 1.95 -0.22 -1.51  0.157
2 C -1.24 -0.65 1.95  -1.143
3 C -0.73 1.31 0.19  -0.966
4 N 1.19 0.43 -2.37  -0.303
5 N 1.66 -1.05 -0.53  -0.056
6 N 0.43 -1.06 0.11  -0.378
7 P 0.23 0.25 1.35  0.217
8 H 3.02 -0.42 -1.80  0.344
9 H -1.08 -1.73 2.38  0.351
10 H -2.01 -0.96 1.22  0.421
11 H -1.86 -0.10 2.81  0.318
12 H -0.18 1.81 -0.62  0.287
13 H -1.02 2.31 0.72  0.323
14 H -1.65 0.76 -0.31  0.332
15 H 1.58 1.02 -3.08  0.294
16 H 2.30 -1.77 -0.28  0.216
17 H -0.05 -1.87 0.41  0.343
18 H 0.27 0.80 -2.12  0.243

The SMILES is CP(C)N/[NH+]=C\N. As for the total charge: +1. Its HOMO-LUMO gap is 9.217 eV. The LUMO energy comes out at -3.87 eV. For the HOMO energy, the calculation gives -0.4808 hartree.

Most stable: Q. Least stable: P.

## P
Computed, not measured: one molecule with the formula C3H8IN, with the ωB97M-V functional and the def2-TZVPD basis.

Last column: Mulliken charge in e.
CARTESIAN COORDINATES (ANGSTROEM)
1 C 0.45 0.87 1.06  -1.130
2 C -0.10 -1.13 -0.47  -1.223
3 C -0.73 0.22 -0.19  0.210
4 N -0.87 1.24 -1.11  -0.597
5 I -2.06 0.90 -2.81  0.060
6 H 0.58 -0.04 1.62  0.362
7 H 1.30 1.04 0.45  0.368
8 H 0.00 1.78 1.42  0.351
9 H 0.33 -1.67 0.31  0.399
10 H 0.63 -1.14 -1.35  0.273
11 H -0.82 -1.91 -0.92  0.327
12 H -1.75 -0.05 0.29  0.260
13 H 0.05 1.59 -1.26  0.340

The SMILES is CC(C)NI. Its HOMO-LUMO gap is 8.504 eV. The LUMO energy comes out at -0.17 eV. For the HOMO energy, the calculation gives -0.3189 hartree.

## Q
Computed, not measured: a 2-piece molecular cluster, C3H8IN overall, with the ωB97M-V functional and the def2-TZVPD basis.

Last column: Mulliken charge in e.
CARTESIAN COORDINATES (ANGSTROEM)
1 C 1.49 -0.14 0.64  -1.257
2 C -0.22 0.84 -1.13  -0.825
3 C 0.35 -0.35 -0.38  0.791
4 N -0.04 -1.53 -0.57  -0.692
5 I -5.08 -0.02 0.02  -0.100
6 H 1.16 0.00 1.57  0.328
7 H 2.16 -1.05 0.53  0.311
8 H 2.04 0.70 0.49  0.399
9 H 0.33 1.85 -0.82  0.239
10 H -1.28 0.96 -0.77  0.185
11 H -0.21 0.48 -2.16  0.292
12 H -4.35 0.09 1.46  0.096
13 H 0.44 -2.26 -0.07  0.233

The SMILES is CC(C)=N.I. Its HOMO-LUMO gap is 10.079 eV. The LUMO energy comes out at 0.63 eV. For the HOMO energy, the calculation gives -0.3473 hartree.

Most stable: Q. Least stable: P.

## P
Computed, not measured: a 2-piece molecular cluster, C6H12 overall, with the ωB97M-V functional and the def2-TZVPD basis.

Last column: Löwdin spin population.
CARTESIAN COORDINATES (ANGSTROEM)
1 C -1.79 1.39 1.74  0.000
2 C -2.27 0.37 0.76  0.000
3 C -3.19 -0.55 0.96  0.000
4 H -0.72 1.59 1.64  0.000
5 H -1.97 1.17 2.79  0.000
6 H -2.27 2.35 1.50  0.000
7 H -1.87 0.51 -0.25  0.000
8 H -3.60 -1.17 0.18  0.000
9 H -3.61 -0.70 1.96  0.000
10 C 2.28 -1.16 -2.24  0.072
11 C 1.92 -0.31 -1.11  0.337
12 C 2.78 0.07 -0.08  0.484
13 H 1.42 -1.72 -2.57  0.010
14 H 3.12 -1.81 -1.99  0.008
15 H 2.67 -0.50 -3.05  0.026
16 H 0.89 0.05 -1.07  0.017
17 H 2.58 0.95 0.53  0.025
18 H 3.62 -0.53 0.29  0.022

As for the spin multiplicity: 2. As for the total charge: +1. Its HOMO-LUMO gap (alpha / beta) is 6.516 / 3.235 eV. The LUMO energy (alpha / beta) comes out at -5.79 / -9.07 eV. For the HOMO energy (alpha / beta), the calculation gives -0.4522 / -0.4522 hartree.

## Q
Computed, not measured: an isolated ion of composition C6H12 and charge +1, with the ωB97M-V functional and the def2-TZVPD basis.

Last column: Löwdin spin population.
CARTESIAN COORDINATES (ANGSTROEM)
1 C 2.18 -0.78 -0.49  0.038
2 C 1.17 0.30 -0.95  0.045
3 C -0.14 0.16 -0.32  0.284
4 C -0.48 0.97 0.80  0.406
5 C -1.70 0.86 1.60  0.070
6 C -1.09 -0.83 -0.80  0.050
7 H 3.17 -0.36 -0.58  0.003
8 H 2.10 -0.97 0.58  0.000
9 H 2.11 -1.68 -1.08  0.002
10 H 1.06 0.21 -2.02  0.008
11 H 1.57 1.27 -0.67  0.003
12 H 0.26 1.66 1.18  0.012
13 H -1.49 0.13 2.39  0.032
14 H -2.60 0.56 1.05  0.004
15 H -1.97 1.80 2.07  0.008
16 H -0.81 -1.23 -1.77  0.001
17 H -1.22 -1.66 -0.10  0.021
18 H -2.10 -0.41 -0.87  0.013

As for the spin multiplicity: 2. As for the total charge: +1. Its HOMO-LUMO gap (alpha / beta) is 10.829 / 8.924 eV. The LUMO energy (alpha / beta) comes out at -4.36 / -7.81 eV. For the HOMO energy (alpha / beta), the calculation gives -0.5581 / -0.6151 hartree.

Most stable: Q. Least stable: P.

## P
Computed, not measured: a 2-piece molecular cluster, C5H13NOS overall, with the ωB97M-V functional and the def2-TZVPD basis.

Last column: Mulliken charge in e.
CARTESIAN COORDINATES (ANGSTROEM)
1 C -1.01 1.33 0.55  -0.619
2 C -1.21 2.09 -0.78  -0.599
3 S -0.05 3.35 -1.01  -0.211
4 C 0.34 0.58 0.60  -0.478
5 N 0.50 -0.48 -0.32  -0.217
6 C 0.09 -1.77 0.17  -0.367
7 C -0.10 -2.63 -1.08  -0.466
8 O -0.39 -3.94 -0.59  -0.502
9 H -1.82 0.60 0.66  0.278
10 H -1.07 2.15 1.27  0.379
11 H -1.40 1.32 -1.55  0.301
12 H -2.20 2.59 -0.70  0.336
13 H 3.32 3.34 2.13  -0.007
14 H 3.80 3.03 1.65  0.007
15 H 0.60 0.39 1.66  0.286
16 H 1.10 1.37 0.40  0.306
17 H -0.86 -1.73 0.73  0.300
18 H 0.82 -2.23 0.84  0.360
19 H 0.86 -2.61 -1.59  0.319
20 H -0.91 -2.21 -1.68  0.285
21 H -0.40 -4.52 -1.35  0.307

Its HOMO-LUMO gap is 4.178 eV. The LUMO energy comes out at -3.37 eV. For the HOMO energy, the calculation gives -0.2774 hartree.

## Q
Computed, not measured: one molecule with the formula C5H13NOS, with the ωB97M-V functional and the def2-TZVPD basis.

Last column: Mulliken charge in e.
CARTESIAN COORDINATES (ANGSTROEM)
1 C 0.96 -0.84 -0.81  -1.663
2 C 1.44 1.60 -0.38  -1.334
3 C 1.63 -0.23 1.35  -1.438
4 C -2.68 -0.65 -0.73  -0.863
5 C 0.98 0.32 0.19  1.184
6 N -1.91 -0.75 0.50  -0.325
7 O -1.47 1.76 0.02  -0.569
8 S -1.00 0.73 0.96  0.482
9 H 0.43 -1.54 -0.29  0.603
10 H 0.32 -0.67 -1.71  0.310
11 H 1.95 -1.28 -1.00  0.392
12 H 0.91 1.78 -1.32  0.320
13 H 2.56 1.73 -0.58  0.335
14 H 1.06 2.30 0.44  0.353
15 H 1.84 0.27 2.41  0.261
16 H 1.23 -1.23 1.72  0.339
17 H 2.69 -0.26 1.05  0.397
18 H -2.49 0.26 -1.19  0.343
19 H -2.38 -1.56 -1.34  0.217
20 H -3.73 -0.67 -0.60  0.376
21 H -2.34 -1.06 1.30  0.281

Its HOMO-LUMO gap is 9.015 eV. The LUMO energy comes out at 0.71 eV. For the HOMO energy, the calculation gives -0.3051 hartree.

Most stable: Q. Least stable: P.

## P
Computed, not measured: one molecule with the formula C2H4N2O4, with the ωB97M-V functional and the def2-TZVPD basis.

Last column: Mulliken charge in e.
CARTESIAN COORDINATES (ANGSTROEM)
1 C 0.38 -0.43 0.02  0.647
2 C -1.07 -0.20 0.51  -0.035
3 H 2.45 -0.50 -0.88  0.394
4 H 1.03 1.44 0.47  0.310
5 H -1.15 0.24 1.56  0.302
6 H -1.40 -1.81 -0.58  0.389
7 N 1.34 0.43 0.53  -0.071
8 N -1.70 1.01 -0.22  0.039
9 O 2.63 0.18 0.06  -0.428
10 O 0.58 -1.50 -0.54  -0.679
11 O -1.82 -1.27 0.19  -0.546
12 O -0.68 1.88 -0.44  -0.324

The SMILES is O=N[C@@H](O)C(=O)NO. Its HOMO-LUMO gap is 8.357 eV. The LUMO energy comes out at -1.82 eV. For the HOMO energy, the calculation gives -0.3738 hartree.

## Q
Computed, not measured: one molecule with the formula C2H4N2O4, with the ωB97M-V functional and the def2-TZVPD basis.

Last column: Mulliken charge in e.
CARTESIAN COORDINATES (ANGSTROEM)
1 C 0.79 1.73 0.09  0.731
2 C -1.35 0.66 -0.20  -0.580
3 N 3.07 -1.44 0.42  -0.747
4 N 2.75 -0.29 0.02  1.187
5 O 1.55 2.62 0.20  -0.395
6 O 1.35 0.23 0.23  -0.459
7 O 3.44 0.49 -0.59  -0.571
8 O -0.46 1.76 -0.10  -0.264
9 H -1.72 0.41 0.79  0.280
10 H -0.87 -0.20 -0.66  0.320
11 H -2.17 1.03 -0.82  0.232
12 H 4.02 -1.66 0.13  0.265

The SMILES is [H]/N=[N+](\[O-])OC(=O)OC. Its HOMO-LUMO gap is 10.900 eV. The LUMO energy comes out at 0.38 eV. For the HOMO energy, the calculation gives -0.3866 hartree.

## R
Computed, not measured: one molecule with the formula C2H4N2O4, with the ωB97M-V functional and the def2-TZVPD basis.

Last column: Mulliken charge in e.
CARTESIAN COORDINATES (ANGSTROEM)
1 C 0.71 -0.22 0.80  0.339
2 C -0.60 0.48 0.25  -0.090
3 N -0.39 1.43 -0.71  -0.561
4 N 0.99 -1.47 -0.01  1.021
5 O 1.25 -1.21 -1.18  -0.523
6 O 1.51 0.22 1.62  -0.468
7 O 1.06 -2.54 0.54  -0.557
8 O -1.43 -0.61 -0.18  -0.546
9 H -1.07 0.91 1.08  0.443
10 H 0.18 2.04 -0.10  0.283
11 H 0.11 1.15 -1.61  0.313
12 H -2.33 -0.18 -0.49  0.347

The SMILES is N[C@@H](O)C(=O)[N+](=O)[O-]. Its HOMO-LUMO gap is 9.781 eV. The LUMO energy comes out at -0.47 eV. For the HOMO energy, the calculation gives -0.3766 hartree.

Most stable: R. Least stable: P.